Entry 1:
Entry from the Open Molecules 2025 dataset: a cluster of 8 separate species, C16H45BN4O10S7 in total (ωB97M-V with the def2-TZVPD basis set).

The calculation puts the HOMO energy at -7.6 eV. Its HOMO-LUMO gap is 7.098 eV. Its spin multiplicity is 1. As for the total charge: 0. Its electronic energy is -4419.931935 Ha.

Last column: Mulliken charge in e.
Element x y z (Å)
O1 -0.64926 2.97373 1.45041  -0.480
B1 -1.50179 2.69045 0.24832  0.643
O2 -2.10188 3.89991 -0.40304  -0.530
O3 -1.70767 1.30405 -0.29733  -0.489
C1 -0.60628 1.19921 -1.31987  0.407
N1 0.68090 0.92162 -0.75823  0.351
N2 1.64395 0.87496 -1.63527  -0.671
C2 1.21182 1.11228 -2.98592  -0.096
N3 -0.08904 1.34800 -3.55114  0.060
N4 -1.04664 1.39363 -2.66801  -0.212
H1 0.26461 3.15942 1.03235  0.338
H2 -1.44932 4.10425 -1.14474  0.285
H3 2.10023 1.11078 -3.78957  0.362
C3 -0.62755 -2.66354 2.98554  -0.356
S1 -0.06414 -1.56166 1.66609  0.454
O4 1.42263 -1.72384 1.54789  -0.696
C4 -0.37315 -0.02269 2.56507  -0.428
H4 -0.49009 -3.69660 2.65750  0.384
H5 -0.04267 -2.49101 3.89215  0.274
H6 -1.68712 -2.48540 3.18263  -0.145
H7 0.19612 -0.01314 3.49758  0.439
H8 -1.44127 0.06878 2.77599  0.175
H9 -0.05594 0.81500 1.93898  0.047
C5 1.15340 -7.95229 3.62761  -0.995
S2 1.28963 -6.15738 3.80726  0.466
O5 0.04735 -5.55076 3.22458  -0.592
C6 2.61594 -5.94978 2.59487  -0.932
H10 0.34687 -8.30571 4.27438  0.315
H11 0.92380 -8.20800 2.59046  0.303
H12 2.09170 -8.42202 3.93131  0.385
H13 2.29601 -6.32901 1.62145  0.299
H14 3.50639 -6.48534 2.93255  0.379
H15 2.84579 -4.88471 2.51045  0.310
C7 -4.94205 -1.04982 5.29843  -0.580
S3 -3.29317 -0.65062 5.92643  0.307
O6 -2.36536 -0.58940 4.74907  -0.462
C8 -3.01997 -2.23693 6.75170  -0.901
H16 -5.30325 -0.20379 4.70895  0.321
H17 -4.89584 -1.93875 4.66481  -0.047
H18 -5.62066 -1.22131 6.13708  0.382
H19 -3.09231 -3.05256 6.02835  0.219
H20 -3.76181 -2.36945 7.54281  0.397
H21 -2.01981 -2.23162 7.19213  0.322
C9 1.59894 6.97743 -0.98347  -1.037
S4 1.80459 5.18043 -0.95146  0.663
O7 1.51703 4.71894 0.44679  -0.686
C10 3.60136 5.19564 -1.15999  -0.968
H22 0.54210 7.20870 -0.83077  0.334
H23 2.18845 7.43561 -0.18575  0.306
H24 1.91639 7.36416 -1.95452  0.363
H25 4.06725 5.76372 -0.35131  0.370
H26 3.85311 5.64093 -2.12544  0.438
H27 3.96292 4.16469 -1.13285  0.231
C11 -2.50796 2.35660 -6.69125  -0.905
S5 -0.89311 1.78090 -7.26863  0.470
O8 0.14687 2.37928 -6.36799  -0.552
C12 -0.89484 2.73476 -8.80559  -0.946
H28 -2.70520 1.91271 -5.71258  0.292
H29 -2.50647 3.44547 -6.60094  0.298
H30 -3.28160 2.03914 -7.39408  0.366
H31 -0.99281 3.80029 -8.58475  0.303
H32 -1.72158 2.40481 -9.43914  0.362
H33 0.05041 2.55836 -9.32493  0.307
C13 7.39411 4.26647 -4.99850  -0.969
S6 6.17118 3.47319 -3.92720  0.453
O9 5.42128 4.56125 -3.21689  -0.567
C14 7.36754 2.78507 -2.75789  -0.936
H34 6.86615 4.79885 -5.79321  0.304
H35 7.99148 4.97689 -4.42210  0.304
H36 8.04016 3.50513 -5.44153  0.382
H37 7.96647 3.58696 -2.31971  0.313
H38 8.01456 2.07223 -3.27457  0.368
H39 6.82078 2.26764 -1.96565  0.315
C15 -6.48729 -5.83019 2.25610  -0.995
S7 -5.53277 -4.65343 3.24435  0.548
O10 -6.28338 -3.35446 3.24720  -0.630
C16 -4.16717 -4.48938 2.06949  -0.386
H40 -7.41756 -6.05274 2.78412  0.346
H41 -6.71988 -5.39705 1.28035  0.302
H42 -5.91402 -6.75158 2.13094  0.348
H43 -4.54296 -4.13890 1.10529  0.364
H44 -3.66996 -5.45496 1.95045  0.376
H45 -3.45365 -3.76250 2.46555  -0.252

Forces on the atoms, in the same order (eV/Å):
-0.69 -1.08 -4.17
0.67 1.63 1.17
2.53 -2.81 -0.21
3.47 2.53 -1.82
-1.58 -0.02 1.42
-3.74 0.89 -1.90
-2.06 0.88 -4.08
1.31 -0.10 -1.19
3.77 -0.91 2.57
1.52 -0.61 3.98
-1.48 0.17 1.08
-1.42 -0.17 1.17
-2.34 -0.01 2.04
-0.01 -0.19 -0.31
-0.01 0.30 0.51
-0.25 -0.11 0.11
0.18 0.11 -0.30
0.06 0.36 0.00
-0.04 0.09 -0.10
0.14 0.23 0.01
-0.08 -0.17 -0.07
0.18 -0.10 -0.02
-0.04 -0.32 0.07
-0.09 -0.10 -0.06
-0.20 0.11 -0.29
0.57 -0.76 0.22
0.01 0.09 -0.10
0.10 0.16 -0.05
0.02 0.12 0.06
-0.05 0.10 0.01
-0.07 0.03 0.12
-0.11 0.02 0.06
-0.15 -0.10 0.08
0.11 -0.04 -0.08
0.03 -0.02 -0.24
-0.52 -0.21 0.53
0.09 -0.11 -0.02
0.15 -0.07 0.10
-0.02 0.12 0.05
0.10 0.03 -0.02
-0.01 0.11 -0.02
0.03 0.08 -0.08
-0.13 0.11 -0.11
-0.12 0.08 0.10
0.39 0.12 0.15
0.01 0.00 -0.31
-0.19 0.04 0.11
0.12 -0.13 -0.01
-0.02 -0.15 -0.03
-0.01 -0.13 0.05
-0.19 -0.02 0.04
-0.12 -0.18 0.17
-0.19 0.20 -0.08
-0.05 0.07 0.08
0.38 0.32 0.44
-0.55 -0.15 -0.71
0.02 0.11 -0.08
0.15 0.00 -0.13
0.10 -0.09 -0.02
0.10 -0.02 0.01
0.02 -0.10 0.08
0.05 -0.03 0.08
-0.11 -0.05 0.17
0.04 0.12 -0.02
-0.02 0.25 0.13
0.63 -0.48 -0.43
0.02 0.04 0.13
-0.03 -0.13 0.16
-0.11 -0.08 0.03
-0.10 0.01 0.05
-0.10 0.00 -0.08
-0.11 0.06 -0.02
-0.02 0.09 -0.18
-0.13 -0.01 -0.06
-0.10 0.28 -0.24
0.30 -0.55 -0.08
0.01 0.07 -0.05
0.17 0.10 0.01
0.07 0.06 0.11
0.01 0.10 0.06
-0.07 0.00 0.13
-0.03 0.07 0.10
-0.15 -0.13 0.02

=====

Entry 2:
Entry from the Open Molecules 2025 dataset: a structure of composition C4H8N2 (ωB97M-V with the def2-TZVPD basis set).

The calculation puts the HOMO energy at -7.9 eV. Its HOMO-LUMO gap is 8.952 eV. Its spin multiplicity is 1. The value obtained for the energy relative to the best compared isomer or geometry (same formula, charge and spin) is 3.097 eV. As for the total charge: 0. Its electronic energy is -266.608196 Ha.

Last column: Mulliken charge in e.
Element x y z (Å)
C1 0.17747 1.56209 0.76586  -0.470
N1 0.55252 0.74229 -0.27932  -0.356
C2 -0.37671 -0.34622 -0.44340  0.400
C3 0.15799 -1.40398 -1.39067  -1.357
C4 -0.78923 -0.88708 1.01008  -0.404
N2 -0.54961 0.09690 1.77200  -0.151
H1 -0.72062 2.16052 0.57429  0.237
H2 1.00760 2.20402 1.12008  0.357
H3 -0.50980 0.44855 2.69969  0.185
H4 1.49632 0.39251 -0.14748  0.296
H5 -1.32251 0.07106 -0.81993  0.212
H6 -0.55589 -2.22681 -1.44507  0.365
H7 0.32527 -1.00509 -2.39815  0.339
H8 1.10720 -1.80875 -1.01798  0.348

Forces on the atoms, in the same order (eV/Å):
-0.37 -0.71 0.13
0.17 0.09 -0.40
-0.19 -0.28 0.01
-0.06 -0.10 0.07
0.38 1.02 0.26
1.30 2.15 -1.54
0.11 -0.29 0.10
-0.51 -0.69 0.39
-0.70 -1.10 0.89
-0.09 0.03 -0.08
0.08 -0.15 0.01
0.10 0.02 -0.04
-0.07 -0.03 0.24
-0.14 0.03 -0.03

=====

What is the electronic energy in the first record? -4419.931935 Ha

=====

Please write out number 2 again, unchanged.
Entry from the Open Molecules 2025 dataset: a structure of composition C4H8N2 (ωB97M-V with the def2-TZVPD basis set).

The calculation puts the HOMO energy at -7.9 eV. Its HOMO-LUMO gap is 8.952 eV. Its spin multiplicity is 1. The value obtained for the energy relative to the best compared isomer or geometry (same formula, charge and spin) is 3.097 eV. As for the total charge: 0. Its electronic energy is -266.608196 Ha.

Last column: Mulliken charge in e.
Element x y z (Å)
C1 0.17747 1.56209 0.76586  -0.470
N1 0.55252 0.74229 -0.27932  -0.356
C2 -0.37671 -0.34622 -0.44340  0.400
C3 0.15799 -1.40398 -1.39067  -1.357
C4 -0.78923 -0.88708 1.01008  -0.404
N2 -0.54961 0.09690 1.77200  -0.151
H1 -0.72062 2.16052 0.57429  0.237
H2 1.00760 2.20402 1.12008  0.357
H3 -0.50980 0.44855 2.69969  0.185
H4 1.49632 0.39251 -0.14748  0.296
H5 -1.32251 0.07106 -0.81993  0.212
H6 -0.55589 -2.22681 -1.44507  0.365
H7 0.32527 -1.00509 -2.39815  0.339
H8 1.10720 -1.80875 -1.01798  0.348

Forces on the atoms, in the same order (eV/Å):
-0.37 -0.71 0.13
0.17 0.09 -0.40
-0.19 -0.28 0.01
-0.06 -0.10 0.07
0.38 1.02 0.26
1.30 2.15 -1.54
0.11 -0.29 0.10
-0.51 -0.69 0.39
-0.70 -1.10 0.89
-0.09 0.03 -0.08
0.08 -0.15 0.01
0.10 0.02 -0.04
-0.07 -0.03 0.24
-0.14 0.03 -0.03

=====

What is the electronic energy in the second record? -266.608196 Ha

=====

Which value of HOMO energy does entry 2 give? -7.9 eV